Record 1
Formula: C15H16ClNO4
Source: the OMol25 dataset
Level of theory: ωB97M-V with the def2-TZVPD basis set

XYZ file:
```
37
Properties=species:S:1:pos:R:3:forces:R:3:nbo_charge:R:1
C 0.529229 5.322767 -1.955086 -0.0238 -0.4491 0.1906 -0.62
C 0.362146 3.814172 -1.851544 -0.0891 0.3860 -0.4969 -0.05
O 0.691749 3.451887 -0.519629 0.1435 0.0086 0.0925 -0.50
C 0.487964 2.194771 -0.049396 -0.0661 -0.2627 0.1977 0.25
C 0.631494 2.076311 1.330343 -0.0578 -0.0832 -0.3548 -0.25
C 0.471963 0.865387 1.970855 -0.0504 -0.0757 -0.2504 -0.07
Cl 0.669839 0.786576 3.693882 0.0271 0.0166 0.2080 -0.01
C 0.150511 -0.284193 1.252762 0.0512 0.3750 -0.2223 0.12
N -0.011220 -1.485926 1.935419 0.0461 -0.0774 0.4721 -0.60
C -0.326920 -2.717766 1.436066 -0.0081 0.0232 -0.0662 0.64
O -0.522253 -2.963113 0.262812 -0.0135 -0.0681 -0.0134 -0.59
C -0.411178 -3.750378 2.488150 0.1531 0.2006 0.9099 0.15
C -0.235433 -3.717847 3.853233 -0.0815 0.1166 -0.8567 -0.26
C -0.452343 -5.033558 4.308998 -0.1396 -0.4694 -0.3505 -0.32
C -0.742712 -5.768404 3.195722 0.1092 -0.0367 0.9658 0.12
O -0.719764 -5.005999 2.104595 -0.0405 0.1679 -0.6379 -0.36
C 0.009754 -0.169728 -0.126716 -0.0369 -0.0939 -0.1405 -0.33
C 0.178259 1.036540 -0.792953 0.0549 0.1964 0.1769 0.32
O 0.064298 1.147849 -2.147292 0.0787 0.1427 0.1669 -0.53
C -0.258545 -0.000803 -2.912381 -0.0710 -0.2092 -0.2846 -0.06
C -0.322001 0.430402 -4.369517 0.0475 -0.0137 0.4592 -0.62
H 0.294680 5.650807 -2.963587 -0.0178 0.0562 -0.1129 0.21
H 1.552765 5.599584 -1.718233 0.1086 0.0739 -0.0089 0.21
H -0.134307 5.821241 -1.253686 -0.0707 0.0938 0.0409 0.21
H 1.026907 3.307719 -2.559159 -0.1500 0.0502 0.1123 0.18
H -0.671372 3.528665 -2.075741 0.1428 -0.0142 0.0167 0.18
H 0.875746 2.966429 1.887030 0.0169 0.0725 0.0820 0.24
H 0.129021 -1.399621 2.934139 -0.0622 -0.1724 -0.2134 0.41
H 0.015631 -2.876016 4.466992 0.0549 0.2265 0.0631 0.22
H -0.399818 -5.383088 5.319417 -0.0056 -0.1355 0.1799 0.23
H -0.974373 -6.807662 3.068259 -0.0393 -0.1051 -0.1398 0.21
H -0.231842 -1.066328 -0.669324 -0.0059 0.0081 -0.0648 0.27
H 0.509934 -0.772449 -2.776990 -0.1082 0.0506 0.0593 0.18
H -1.226547 -0.407301 -2.592599 0.1282 0.0032 0.0359 0.18
H -0.570161 -0.423093 -4.993377 -0.0267 -0.0760 -0.0907 0.22
H 0.637756 0.832859 -4.682078 0.0900 0.0192 -0.0717 0.21
H -1.078854 1.199306 -4.499385 -0.0882 0.0544 -0.0534 0.21
```
Forces are in eV/Å.

Output
SMILES: CCOc1cc(Cl)c(NC(=O)c2ccco2)cc1OCC
max |F|: 0.97 eV Å⁻¹
energy above the lowest of the compared OMol25 structures with the same formula, charge and spin: 0.0 kcal/mol
LUMO energy: 0.6 eV
HOMO-LUMO gap: 8.333 eV
M: 309.75 g/mol



Record 2
Formula: C15H16N4OS
Source: the OMol25 dataset
Level of theory: ωB97M-V with the def2-TZVPD basis set

XYZ file:
```
37
Properties=species:S:1:pos:R:3:forces:R:3:nbo_charge:R:1
C -1.535670 -1.294753 1.980850 -0.0906 -0.1637 -0.0409 -0.61
C -2.394794 -2.313446 1.243199 -0.0028 0.0811 0.0143 -0.41
C -2.415748 -2.181352 -0.279012 -0.0061 0.3702 0.0997 -0.28
C -1.078216 -2.409230 -0.952809 0.0405 -0.0877 0.0159 -0.64
S -3.227493 -0.609206 -0.805045 -0.4550 -0.2884 -0.1428 0.24
C -2.109637 0.716716 -0.566413 0.3538 -0.2207 -0.0335 0.33
N -0.826812 0.555057 -0.523371 0.0190 -0.2137 -0.0408 -0.55
C -0.129645 1.698345 -0.316905 -0.7044 0.8359 0.1845 0.36
C -0.679077 2.979535 -0.148280 0.3993 -0.5585 -0.1089 -0.31
C 0.435739 3.804754 0.104346 -0.1334 -0.2715 -0.0239 0.02
N 1.540393 3.102120 0.093025 0.5659 0.6808 0.1033 -0.25
N 1.209246 1.823259 -0.172669 -0.8239 0.1102 -0.1024 -0.20
C 2.202455 0.841049 -0.268453 0.6188 -0.5077 -0.0033 0.21
C 3.386705 1.007732 0.441077 -0.1583 0.0586 0.0170 -0.23
C 4.373840 0.044609 0.354272 -0.0171 -0.0257 -0.0319 -0.20
C 4.184756 -1.081277 -0.431293 0.0580 -0.0893 -0.0211 -0.22
C 3.009502 -1.234325 -1.147938 0.0704 -0.0146 0.0447 -0.19
C 2.018155 -0.272447 -1.078401 -0.0834 0.1440 -0.0086 -0.25
C -2.099302 3.164416 -0.248815 0.1333 -0.1419 -0.0359 0.66
O -2.758396 4.172896 -0.165687 -0.0816 0.2318 0.0280 -0.59
N -2.734998 1.921928 -0.467299 -0.2548 -0.0479 -0.0599 -0.61
H -1.522985 -1.530912 3.042213 0.0222 0.0134 0.0972 0.22
H -0.512255 -1.299379 1.616047 0.1184 0.0586 0.0074 0.21
H -1.938271 -0.291060 1.866522 0.0094 0.0893 0.0370 0.20
H -2.031362 -3.319311 1.470309 -0.0470 -0.0708 -0.0041 0.21
H -3.421575 -2.242341 1.610269 0.0173 -0.1006 -0.0008 0.21
H -3.142720 -2.903600 -0.668362 0.0145 0.1480 -0.0196 0.23
H -0.345150 -1.692643 -0.600542 0.0358 -0.0996 -0.0489 0.25
H -0.731143 -3.416009 -0.727516 0.0239 -0.1402 0.0223 0.21
H -1.176676 -2.309345 -2.031345 0.0603 0.0104 -0.0895 0.22
H 0.455164 4.859471 0.288564 0.0700 0.2307 0.0473 0.22
H 3.513818 1.893194 1.043069 0.0226 0.0510 0.0524 0.24
H 5.293643 0.171210 0.905066 0.0685 0.0232 0.0497 0.22
H 4.956080 -1.834179 -0.491657 0.0667 -0.0620 -0.0067 0.21
H 2.865951 -2.102127 -1.774223 -0.0184 -0.0643 -0.0594 0.21
H 1.112502 -0.368953 -1.654083 -0.0503 -0.0344 -0.0408 0.24
H -3.746022 1.949588 -0.538717 0.1384 0.0661 0.1032 0.43
```
Forces are in eV/Å.

Output
SMILES: CC[C@H](C)Sc1nc2c(cnn2-c2ccccc2)c(=O)[nH]1
max |F|: 1.11 eV Å⁻¹
energy above the lowest of the compared OMol25 structures with the same formula, charge and spin: 11.1 kcal/mol
LUMO energy: 0.4 eV
HOMO-LUMO gap: 9.050 eV
M: 300.39 g/mol



Record 3
Formula: C15H17AsI2NO6PdS
Source: the OMol25 dataset
Level of theory: ωB97M-V with the def2-TZVPD basis set

XYZ file:
```
44
Properties=species:S:1:pos:R:3:forces:R:3:nbo_charge:R:1
Pd -0.246728 -0.031684 0.412736 -0.1813 0.7946 -0.0474 1.05
C 2.516122 -1.263654 0.880905 0.0540 -0.0075 -0.0185 -0.43
N 1.857691 -0.156206 0.164174 -0.2111 -0.0303 0.1480 -0.40
C 2.166795 -0.271798 -1.275512 0.0688 -0.0327 -0.0106 -0.43
C 2.322418 1.148698 0.695239 0.0459 -0.0317 -0.0155 -0.25
C 1.433223 2.215399 0.143215 0.0439 0.0940 -0.0214 -0.14
C 1.830725 3.525756 -0.076155 -0.0160 0.0383 -0.0477 -0.20
C 0.919776 4.444908 -0.582301 -0.0260 -0.0152 -0.0031 -0.22
C -0.377971 4.050703 -0.877472 0.0429 -0.0259 0.0081 -0.20
C -0.786803 2.736959 -0.663151 0.0195 0.0496 -0.0654 -0.26
C 0.128970 1.844781 -0.151789 -0.1240 -0.2012 0.1029 0.06
H 3.601746 -1.119685 0.837765 0.0063 -0.0179 -0.0391 0.17
H 2.253722 -2.202083 0.397708 -0.0226 -0.0145 0.0046 0.23
H 2.173802 -1.290609 1.909322 0.0042 0.0320 0.0262 0.26
H 3.253661 -0.304777 -1.410644 0.0083 0.0125 0.0026 0.18
H 1.760157 0.579331 -1.814180 -0.0238 0.0184 -0.0048 0.22
H 1.725713 -1.188456 -1.661162 0.0332 -0.0123 -0.0075 0.24
H 3.375018 1.304167 0.434155 0.0493 -0.0067 0.0022 0.19
H 2.237278 1.105810 1.782698 -0.0214 -0.0286 0.0388 0.24
H 2.847365 3.827234 0.150597 0.0017 0.0072 -0.0043 0.20
H 1.224411 5.471512 -0.744715 -0.0043 -0.0131 -0.0015 0.21
H -1.090411 4.770477 -1.260436 0.0067 -0.0004 0.0020 0.21
H -1.800339 2.429578 -0.865827 -0.0262 -0.0071 0.0077 0.25
O -4.764917 0.879013 0.964465 0.1562 0.0713 -0.1378 -1.04
As -3.095484 1.090378 1.564905 -0.0534 -0.0632 0.1040 2.44
O -2.903010 2.700824 1.742815 -0.0334 -0.2122 -0.0282 -1.14
O -2.241826 0.250662 0.344609 0.1138 0.1086 0.0805 -1.12
C -3.294828 -0.174879 3.038497 0.2182 -0.1611 -0.0071 -0.43
C -4.579164 -0.623827 3.343009 0.0705 0.0187 0.0082 -0.18
C -4.762707 -1.682426 4.218196 -0.0446 -0.0167 0.0084 -0.21
C -3.671740 -2.325320 4.785847 -0.0216 -0.0370 0.0354 -0.21
C -2.391762 -1.881593 4.509896 -0.0581 0.1552 -0.0249 -0.20
C -2.211057 -0.801395 3.653902 -0.2388 0.1039 0.0279 -0.23
S -0.546128 -0.244871 3.428365 0.3029 0.2143 -0.0162 2.40
O -0.013914 0.027505 4.739015 -0.0789 0.0380 -0.0176 -0.97
O 0.144189 -1.302938 2.696059 -0.0763 -0.1315 0.1883 -1.03
O -0.685273 0.961471 2.565576 0.2509 -0.2347 0.0282 -1.01
H -4.940622 1.689702 0.471538 -0.0914 0.0126 0.0535 0.49
H -5.425721 -0.150876 2.869302 -0.0227 -0.0237 -0.0063 0.24
H -5.766361 -2.022923 4.441289 0.0006 0.0106 -0.0009 0.21
H -3.820934 -3.169242 5.448110 0.0037 0.0100 -0.0045 0.21
H -1.525409 -2.352276 4.955632 0.0001 0.0114 0.0121 0.23
I -0.798517 -2.488944 -0.440748 -0.2282 -0.5764 -0.3694 -0.25
I 0.764842 -4.395406 -2.469749 0.1026 0.1004 0.0099 -0.37
```
Forces are in eV/Å.

Output
total charge: -1
max |F|: 0.82 eV Å⁻¹
<S²>: 2.010
energy above the lowest of the compared OMol25 structures with the same formula, charge and spin: 0.0 kcal/mol
LUMO energy (spin up / spin down): 2.2 / 0.6 eV
HOMO-LUMO gap (spin up / spin down): 7.419 / 6.450 eV
M: 774.52 g/mol
spin multiplicity: 3



Record 4
Formula: C15H17AuBN7
Source: the OMol25 dataset
Level of theory: ωB97M-V with the def2-TZVPD basis set

XYZ file:
```
41
Properties=species:S:1:pos:R:3:forces:R:3:nbo_charge:R:1
Au 0.069266 0.296926 -0.101002 -0.1152 -0.4502 0.0435 1.38
C -2.790057 -2.820412 -0.425655 -0.0205 -0.0200 -0.0070 -0.31
C -2.277842 -1.602665 -0.829553 0.1528 0.0456 0.1308 0.02
N -1.165363 -1.337227 -0.113188 -0.4480 0.1457 -0.2807 -0.41
N -0.956984 -2.356398 0.741526 0.0952 -0.1264 -0.0111 -0.32
C -1.925228 -3.263974 0.564141 -0.0074 -0.0527 0.0701 0.07
B 0.317289 -2.391282 1.618995 -0.0381 -0.0456 -0.0657 0.52
N 0.322764 -1.146265 2.535415 0.0640 0.0378 0.4478 -0.32
C 0.395272 -1.067495 3.875475 -0.0728 -0.1821 -0.0307 0.06
C 0.359169 0.261278 4.256417 0.0669 0.0634 0.0977 -0.30
C 0.276657 0.976752 3.073359 0.0932 -0.0157 -0.1234 -0.01
N 0.259754 0.103769 2.057767 -0.1099 0.2404 -0.2723 -0.30
N 1.541785 -2.253473 0.672104 0.2684 -0.1356 0.0297 -0.32
C 2.584485 -3.073937 0.465169 -0.0706 -0.1707 -0.0073 0.05
C 3.378673 -2.556799 -0.544643 0.1068 -0.0342 0.0271 -0.30
C 2.765840 -1.372866 -0.924622 -0.0610 0.1045 0.2131 -0.01
N 1.684380 -1.209409 -0.151581 -0.1736 0.4470 -0.2903 -0.26
H -3.668935 -3.315263 -0.801080 0.0235 -0.0039 0.0271 0.27
H -2.638949 -0.913827 -1.577124 0.0358 -0.0003 0.0385 0.24
H -1.947721 -4.167420 1.153258 0.0431 0.0310 -0.0174 0.26
H 0.369489 -3.399286 2.249906 0.0445 0.1047 -0.0110 0.02
H 0.457966 -1.964254 4.472325 -0.0181 0.0249 -0.0485 0.26
H 0.406838 0.665970 5.252832 -0.0329 -0.0414 -0.0100 0.28
H 0.239418 2.043190 2.918117 -0.0295 -0.0424 -0.0419 0.24
H 2.690795 -3.978897 1.043068 -0.0381 0.0342 -0.0238 0.26
H 4.297504 -2.959854 -0.935337 -0.0534 -0.0399 -0.0039 0.28
H 3.059804 -0.650841 -1.669533 -0.0455 0.0025 0.0334 0.24
N 0.921082 2.171578 -0.535870 0.3851 -0.0389 0.2046 -0.82
C -0.026446 2.739284 -1.475585 -0.0059 -0.0833 0.0171 0.07
C -0.156916 2.130052 -2.722257 0.0641 -0.1148 -0.0721 -0.20
C -1.082044 2.635571 -3.621229 -0.0003 -0.0601 -0.0242 -0.19
C -1.858298 3.730722 -3.270113 -0.0372 0.0432 0.0002 -0.15
C -1.713817 4.329131 -2.020628 -0.0248 0.0004 -0.0030 -0.15
C -0.798390 3.831514 -1.110132 -0.0711 0.0891 0.1104 -0.24
H 1.036468 2.751263 0.292281 0.0079 0.0889 -0.0622 0.43
H 1.845540 2.039652 -0.943266 0.0019 0.1139 -0.0469 0.43
H 0.479215 1.291434 -2.995416 -0.0123 0.0625 -0.0261 0.22
H -1.187733 2.183893 -4.598171 0.0115 -0.0008 0.0141 0.25
H -2.575491 4.128525 -3.975575 0.0184 0.0059 0.0118 0.25
H -2.312682 5.191800 -1.761872 0.0066 -0.0158 0.0079 0.25
H -0.676561 4.299523 -0.138709 -0.0036 -0.0105 -0.0456 0.24
```
Forces are in eV/Å.

Output
total charge: +2
max |F|: 0.56 eV Å⁻¹
<S²>: 2.015
LUMO energy (spin up / spin down): -5.9 / -10.5 eV
HOMO-LUMO gap (spin up / spin down): 9.702 / 5.254 eV
M: 503.13 g/mol
spin multiplicity: 3



Record 5
Formula: C15H17AuN2S3Sb
Source: the OMol25 dataset
Level of theory: ωB97M-V with the def2-TZVPD basis set

XYZ file:
```
39
Properties=species:S:1:pos:R:3:forces:R:3:nbo_charge:R:1
Au 1.377302 -1.414785 1.645496 -0.0588 -0.0225 -0.3761 0.99
C -0.021161 2.904065 1.246657 -0.0682 0.0137 0.0311 -0.59
C 1.242133 2.289289 0.654644 0.1552 -0.0479 0.0301 -0.43
C 1.029857 1.717388 -0.717460 0.0126 0.1446 -0.0298 -0.01
C 1.398236 2.440997 -1.840976 0.0027 -0.0435 0.0027 -0.20
C 1.173213 1.943014 -3.116038 -0.0090 -0.0211 0.0361 -0.19
C 0.586820 0.700672 -3.274188 0.0238 0.0130 0.0560 -0.21
C 0.205464 -0.062358 -2.173836 0.0839 -0.0631 -0.2027 -0.03
C -0.367514 -1.439461 -2.409278 0.0747 -0.0639 0.0667 -0.43
C -1.779773 -1.411310 -2.988277 -0.0449 0.0060 -0.0212 -0.59
C 0.412399 0.476394 -0.902321 -0.0802 -0.0791 0.1986 0.17
N 0.012695 -0.258831 0.238033 0.2368 -0.0665 0.0859 -0.52
C -1.217200 -0.584154 0.446245 -0.3712 0.0335 -0.0234 0.14
C -1.565158 -1.503444 1.454157 0.0860 0.1262 -0.1265 0.02
C -2.782201 -1.960226 1.957811 0.0074 -0.0871 0.1130 -0.24
C -2.463656 -2.852528 2.982020 -0.0291 0.0366 -0.1075 -0.32
C -1.069454 -2.905253 3.052193 0.0308 0.0663 -0.0878 0.00
N -0.531056 -2.100732 2.127822 0.0634 -0.0659 0.2088 -0.60
H 0.181015 3.326314 2.229643 0.0246 0.0230 0.0447 0.22
H -0.799527 2.150963 1.366548 -0.0426 -0.0201 0.0011 0.20
H -0.411145 3.694416 0.605259 -0.0079 0.0319 -0.0288 0.20
H 1.605924 1.514197 1.334211 0.0105 -0.0040 -0.0281 0.22
H 2.028983 3.044611 0.588219 -0.0275 0.0154 0.0395 0.21
H 1.871373 3.404975 -1.708182 0.0209 0.0491 -0.0079 0.21
H 1.470099 2.517477 -3.982322 0.0125 0.0188 -0.0381 0.22
H 0.437140 0.297410 -4.266796 -0.0123 -0.0290 -0.0720 0.21
H -0.357447 -2.023146 -1.486887 0.0065 0.0168 -0.0549 0.22
H 0.297044 -1.962587 -3.101950 -0.0350 0.0283 -0.0298 0.22
H -2.497099 -1.013460 -2.270514 -0.0277 0.0262 0.0359 0.20
H -2.108527 -2.411122 -3.267512 -0.0085 -0.0515 0.0089 0.21
H -1.827975 -0.780870 -3.875751 0.0189 0.0113 -0.0399 0.21
H -1.993041 -0.136120 -0.175439 0.0221 -0.0146 0.0200 0.20
H -3.760836 -1.673552 1.615920 -0.0976 0.0323 -0.0221 0.22
H -3.145847 -3.404660 3.601920 -0.0796 -0.0491 0.0556 0.22
H -0.449382 -3.479108 3.717218 0.0675 -0.0643 0.0909 0.21
S 4.395819 2.194215 2.459314 -0.0082 -0.0021 -0.0316 -0.31
Sb 4.064719 -0.017820 3.253046 0.1334 0.0586 0.0826 0.89
S 1.749700 -0.026020 3.783014 -0.0652 0.0683 0.1484 -0.51
S 3.608064 -1.194847 1.198336 -0.0206 -0.0247 -0.0282 -0.62
```
Forces are in eV/Å.

Output
max |F|: 0.38 eV Å⁻¹
<S²>: 3.772
energy above the lowest of the compared OMol25 structures with the same formula, charge and spin: 0.5 kcal/mol
LUMO energy (spin up / spin down): 0.0 / -3.1 eV
HOMO-LUMO gap (spin up / spin down): 8.116 / 5.079 eV
M: 640.24 g/mol
spin multiplicity: 4